*one*
Density functional theory data (ωB97M-V/def2-TZVPD) for a molecular structure, CH4NO2Si.

Structure (XYZ):
```
9
Properties=species:S:1:pos:R:3:mulliken_charge:R:1
Si 0.405 0.389 0.896 0.398
O -1.098 -0.075 -2.345 -0.728
O -1.160 0.894 -0.391 -0.575
N -0.803 -0.160 -1.111 0.742
C -0.123 -0.950 -0.385 -0.488
H 1.549 1.269 0.535 -0.170
H -0.356 0.961 2.022 -0.179
H 0.274 -1.835 -1.005 0.252
H 1.313 -0.492 1.784 -0.252
```

Output
LUMO level ... 4.4 eV
Total charge ... -1

---

*two*
Density functional theory data (ωB97M-V/def2-TZVPD) for a molecular structure, CH4NO2Si.

Structure (XYZ):
```
9
Properties=species:S:1:pos:R:3:mulliken_charge:R:1
Si 0.448 0.815 -0.670 0.389
O -0.115 -2.426 0.835 -0.657
O 0.736 -0.828 -0.528 -0.391
N -0.843 -0.211 0.884 -0.607
C -0.192 -1.273 0.523 0.629
H 1.320 1.551 -1.692 -0.282
H 0.896 1.710 0.495 -0.134
H -1.519 -0.345 1.751 0.195
H -0.733 1.007 -1.600 -0.141
```

Output
LUMO level ... 4.2 eV
Total charge ... -1

---

*three*
Density functional theory data (ωB97M-V/def2-TZVPD) for a molecular structure, CH4NO2Si.

Structure (XYZ):
```
9
Properties=species:S:1:pos:R:3:mulliken_charge:R:1
Si -0.080 0.226 -0.256 0.380
O -2.867 1.069 0.150 -0.392
O -3.854 -0.983 -0.637 -0.663
N -2.231 -0.056 0.891 -0.687
C -3.144 -0.242 0.034 0.888
H 0.915 -0.325 0.857 -0.110
H 1.136 0.585 -1.252 -0.193
H -0.785 -0.815 -1.124 -0.114
H -0.693 1.482 -0.001 -0.108
```

Output
LUMO level ... 4.3 eV
Total charge ... -1

---

Relative energies, in eV, with the most stable structure set to zero: *one* 4.548; *two* 0.000; *three* 4.060.

---

*one*
Density functional theory data (ωB97M-V/def2-TZVPD) for 12 unconnected molecules or ions with the total composition C48H84N12.

Structure (XYZ):
```
144
Properties=species:S:1:pos:R:3:mulliken_charge:R:1
N 12.613 -22.608 13.242 -0.455
N 16.945 -9.913 17.920 -0.438
N 4.742 -7.726 14.325 -0.422
N 13.437 -18.155 19.308 -0.448
N 18.406 -12.118 10.424 -0.377
N 2.649 -19.158 23.855 -0.445
N -1.172 -11.879 16.380 -0.383
N 1.810 -11.147 24.170 -0.448
N 6.736 -22.038 10.878 -0.427
N 6.802 -14.440 7.305 -0.415
N 6.771 -13.163 17.223 -0.370
N 16.421 -19.040 8.224 -0.403
C -1.231 -14.430 13.582 -1.097
C 5.713 -17.458 22.829 -0.462
C 4.923 -20.961 12.578 -0.448
C 5.985 -21.541 11.616 0.196
C 4.231 -18.972 11.110 -1.134
C 17.766 -12.589 9.638 0.191
C 15.308 -19.297 8.152 0.102
C 5.314 -7.347 15.252 0.249
C 7.467 -6.519 16.306 -0.337
C 16.719 -10.959 17.430 0.197
C 16.378 -12.220 16.782 -0.346
C 1.265 -9.081 21.444 -0.449
C 1.626 -10.920 23.033 0.179
C 8.606 -13.835 15.532 -0.424
C 8.354 -7.677 16.265 -1.182
C 6.465 -11.504 9.177 -1.122
C 8.991 -15.322 15.288 -0.316
C 16.880 -13.175 8.565 -0.572
C 15.244 -18.574 17.391 -0.447
C 7.500 -11.189 8.103 -0.398
C 4.786 -19.453 12.464 -0.331
C 7.582 -13.493 16.518 0.110
C 13.097 -24.848 11.962 -0.517
C 17.483 -18.332 16.567 -1.253
C 14.254 -18.359 18.471 0.125
C 0.102 -14.375 14.257 -0.514
C 6.357 -16.482 21.750 -1.133
C 16.636 -18.232 17.790 -0.191
C 1.494 -10.624 21.622 -0.215
C 14.393 -25.598 12.158 -0.490
C 6.039 -6.811 16.422 -0.507
C 4.190 -17.122 22.991 -0.271
C 7.748 -12.081 6.867 -0.417
C 12.741 -18.538 8.249 -0.300
C 0.655 -13.008 14.783 -0.294
C 12.812 -23.636 12.709 0.275
C 15.681 -24.904 11.628 -0.999
C 14.154 -12.373 18.136 -1.154
C 15.629 -12.345 8.238 -0.315
C 14.847 -11.947 9.503 -1.120
C 7.232 -13.391 7.073 0.255
C 14.900 -12.457 16.787 -0.379
C -0.406 -12.391 15.756 0.128
C 11.404 -19.236 8.384 -1.064
C 13.870 -19.605 8.036 -0.533
C 3.310 -18.250 23.389 0.108
C 9.908 -15.500 14.066 -1.189
C 0.564 -8.176 22.472 -1.175
H 3.733 -16.886 22.030 0.270
H 11.458 -19.798 9.316 0.292
H 0.112 -15.055 15.109 0.304
H 7.117 -11.664 6.082 0.198
H 14.015 -11.399 9.061 0.324
H 4.286 -17.888 11.004 0.331
H 13.133 -24.536 10.918 0.244
H 17.069 -12.970 17.167 0.266
H 14.343 -11.803 16.117 0.293
H 16.649 -12.088 15.734 0.280
H 8.332 -13.540 14.519 0.241
H 7.371 -10.157 7.775 0.349
H 5.869 -7.488 17.259 0.301
H 13.730 -20.135 7.094 0.334
H 2.252 -8.654 21.263 0.265
H 12.743 -17.887 7.375 0.301
H 16.975 -18.927 18.559 0.265
H 9.516 -13.251 15.665 0.317
H 4.134 -16.353 23.762 0.316
H 16.436 -25.688 11.571 0.314
H 4.650 -19.512 10.261 0.341
H 0.838 -14.868 13.622 0.340
H 9.604 -15.654 16.126 0.313
H 10.607 -18.494 8.411 0.335
H 14.227 -26.602 11.769 0.339
H 8.308 -8.165 15.292 0.328
H -0.485 -8.417 22.644 0.317
H 13.217 -12.928 18.176 0.340
H -1.066 -13.850 12.674 0.274
H -1.489 -15.418 13.201 0.334
H 14.476 -25.872 13.209 0.336
H 0.983 -8.242 23.476 0.353
H 3.141 -18.961 11.102 0.299
H 15.935 -11.443 7.709 0.252
H 5.981 -15.459 21.723 0.312
H 6.379 -17.668 23.666 0.400
H 0.670 -11.233 21.249 0.258
H 9.270 -15.224 13.227 0.329
H 15.260 -11.145 10.116 0.363
H 14.853 -13.433 16.304 0.282
H 18.358 -17.701 16.725 0.322
H 6.789 -12.460 9.588 0.318
H 7.772 -5.650 16.888 0.356
H 10.320 -16.497 13.911 0.327
H 15.435 -24.437 10.674 0.285
H 7.542 -6.098 15.303 0.231
H 14.562 -12.773 10.153 0.301
H 16.773 -14.204 8.907 0.289
H 6.503 -10.624 9.819 0.346
H 5.805 -19.069 12.511 0.253
H 5.702 -18.354 22.208 0.252
H 12.191 -25.455 11.993 0.346
H 14.043 -11.323 18.410 0.348
H 17.791 -19.285 16.138 0.359
H 5.357 -21.221 13.543 0.272
H -2.034 -14.039 14.208 0.335
H 6.364 -16.915 20.750 0.307
H 5.448 -5.951 16.739 0.306
H 13.771 -20.476 8.685 0.293
H 5.435 -11.646 8.850 0.313
H 0.772 -8.896 20.490 0.326
H 16.998 -17.914 15.685 0.348
H 14.858 -18.013 16.540 0.293
H 8.030 -15.836 15.244 0.335
H 9.395 -7.422 16.068 0.344
H 0.942 -12.207 14.102 0.316
H 4.219 -18.989 13.271 0.333
H 10.650 -14.708 13.969 0.328
H 8.722 -11.935 6.398 0.346
H 0.536 -7.164 22.068 0.349
H 14.869 -12.762 18.861 0.309
H 14.988 -12.916 7.565 0.312
H 11.394 -19.856 7.487 0.294
H 15.879 -24.025 12.242 0.323
H 12.907 -17.879 9.101 0.348
H 1.509 -13.254 15.413 0.258
H 8.466 -11.227 8.606 0.227
H 7.397 -16.245 21.973 0.346
H 2.444 -10.991 21.234 0.241
H 16.745 -17.225 18.192 0.302
H 8.300 -8.389 17.089 0.333
H 15.187 -19.580 16.976 0.325
H 4.076 -21.646 12.522 0.316
H 17.492 -13.484 7.718 0.351
```

Output
LUMO level ... -0.2 eV

---

*two*
Density functional theory data (ωB97M-V/def2-TZVPD) for 12 unconnected molecules or ions with the total composition C48H84N12.

Structure (XYZ):
```
144
Properties=species:S:1:pos:R:3:mulliken_charge:R:1
N -14.480 -22.876 27.113 -0.278
N -4.832 -18.516 30.619 -0.442
N -6.391 -27.176 26.239 -0.636
N -9.617 -22.199 27.383 -0.370
N -13.472 -25.603 22.660 -0.679
N -8.819 -22.371 18.655 -0.473
N -8.987 -16.212 24.740 -0.513
N -12.424 -19.292 26.464 -0.449
N -17.123 -21.100 24.455 -0.644
N -9.962 -27.481 22.985 -0.347
N -11.037 -21.266 21.972 -0.072
N -15.807 -24.930 29.609 -0.496
C -11.910 -19.257 27.489 0.101
C -8.578 -29.322 24.197 -0.617
C -16.680 -20.522 28.526 -0.595
C -6.922 -23.750 19.793 -0.799
C -15.975 -21.100 24.471 0.013
C -10.257 -22.358 26.443 -0.170
C -6.618 -26.105 25.893 0.069
C -11.264 -19.212 28.805 0.521
C -10.598 -25.080 25.005 -0.509
C -6.222 -23.665 26.319 -0.288
C -8.856 -19.205 20.273 0.178
C -7.978 -22.951 19.178 0.354
C -11.589 -24.181 20.109 1.203
C -13.887 -22.046 23.525 1.206
C -12.856 -26.058 28.076 0.182
C -10.730 -20.582 21.107 0.094
C -8.072 -23.608 22.107 0.284
C -12.048 -19.983 29.866 -1.281
C -11.279 -25.062 21.318 1.559
C -13.998 -26.665 28.886 -0.892
C -11.109 -22.557 25.265 1.704
C -5.070 -19.634 30.703 0.193
C -15.892 -21.746 29.000 -0.643
C -6.786 -23.457 21.297 -0.802
C -12.044 -24.997 18.901 -1.694
C -9.336 -28.291 23.506 0.295
C -6.560 -23.799 27.811 -0.574
C -9.175 -29.656 25.576 -0.552
C -14.339 -21.862 22.087 -1.437
C -5.423 -21.050 30.813 -0.334
C -8.882 -18.015 21.219 -1.415
C -15.079 -22.347 27.939 0.353
C -15.837 -19.411 27.930 -0.584
C -8.384 -18.430 25.991 -0.292
C -12.170 -21.469 29.553 -0.149
C -6.943 -21.280 30.982 -0.746
C -11.646 -23.992 25.180 2.671
C -14.514 -21.070 24.533 1.605
C -15.009 -25.690 29.296 0.428
C -12.511 -25.365 22.073 0.046
C -6.833 -24.743 25.441 1.856
C -7.536 -19.802 24.011 -1.005
C -12.180 -24.868 28.764 -0.273
C -8.548 -19.689 25.146 1.315
C -7.778 -20.628 29.899 -0.588
C -10.267 -19.753 19.996 -0.926
C -8.741 -17.184 25.300 0.055
C -9.140 -28.456 26.524 -0.360
H -15.094 -19.033 28.638 0.178
H -9.579 -18.174 22.045 0.276
H -16.437 -18.567 27.592 0.398
H -7.496 -19.567 29.918 0.481
H -7.214 -24.802 19.717 0.300
H -5.980 -23.621 19.266 0.439
H -9.315 -27.523 25.983 -0.351
H -8.141 -28.332 26.951 0.341
H -8.231 -20.025 20.634 -0.112
H -8.615 -30.238 23.598 0.339
H -6.629 -22.696 26.009 -0.254
H -12.169 -24.338 18.039 0.458
H -14.042 -23.068 23.885 0.285
H -13.261 -25.655 27.142 0.029
H -11.344 -25.758 18.550 0.365
H -5.152 -23.539 26.144 0.554
H -9.016 -18.472 26.883 -0.174
H -9.156 -17.102 20.690 0.423
H -10.955 -18.930 19.801 0.442
H -8.405 -20.529 25.827 -0.901
H -7.868 -23.351 23.148 -0.394
H -8.574 -30.456 26.006 0.322
H -12.313 -23.967 24.316 -1.364
H -12.703 -22.019 30.325 0.590
H -12.651 -21.600 28.583 -0.532
H -7.204 -20.911 31.977 0.474
H -4.893 -21.484 31.659 0.371
H -5.079 -21.551 29.906 0.156
H -6.482 -22.411 21.407 0.305
H -10.684 -23.613 19.873 -0.459
H -7.877 -20.482 23.230 -0.058
H -8.839 -20.759 30.084 -0.029
H -10.791 -25.995 21.047 0.641
H -8.423 -18.890 19.323 0.393
H -9.556 -19.785 24.739 0.234
H -6.418 -24.625 24.434 -0.023
H -10.492 -22.351 24.388 -0.416
H -14.230 -20.815 21.786 0.359
H -10.274 -19.668 28.716 -0.599
H -7.474 -20.917 28.893 0.139
H -11.715 -25.172 29.706 0.600
H -9.829 -24.822 24.272 -0.730
H -14.162 -21.277 25.538 -1.360
H -7.621 -24.034 27.896 0.160
H -7.375 -18.333 26.397 0.488
H -11.125 -18.178 29.119 0.600
H -7.515 -29.080 24.235 0.290
H -11.581 -19.854 30.845 0.465
H -8.465 -24.626 22.032 0.640
H -7.100 -22.361 31.021 0.351
H -12.802 -21.911 23.534 -0.915
H -8.863 -22.915 21.815 -0.251
H -11.963 -21.886 25.337 -0.901
H -12.992 -25.489 19.120 0.357
H -14.234 -20.067 24.200 0.534
H -10.298 -20.416 19.129 0.389
H -12.262 -24.198 26.056 -1.461
H -6.420 -22.845 28.323 -0.299
H -7.911 -17.809 21.670 0.379
H -12.874 -24.059 28.988 -0.324
H -11.151 -21.844 29.425 0.339
H -13.585 -27.075 29.813 0.330
H -7.417 -18.831 23.527 0.394
H -10.211 -29.968 25.444 0.329
H -15.267 -19.734 27.057 -0.076
H -12.321 -23.397 20.305 -0.378
H -7.904 -24.590 25.274 -1.138
H -16.518 -22.594 29.300 0.491
H -6.549 -20.134 24.339 0.346
H -12.125 -26.795 27.747 0.260
H -9.816 -28.498 27.377 0.346
H -10.052 -25.243 25.941 0.533
H -13.050 -19.549 29.951 0.372
H -11.421 -24.429 28.116 -0.157
H -17.387 -20.869 27.768 0.301
H -11.111 -25.996 24.728 0.804
H -13.774 -22.487 21.398 0.033
H -6.012 -24.100 21.713 0.410
H -15.403 -22.061 21.933 0.454
H -14.454 -27.483 28.331 0.372
H -17.307 -20.132 29.329 0.376
H -5.908 -24.490 28.345 0.491
H -10.613 -24.584 22.041 -1.482
H -15.254 -21.523 29.857 0.248
```

Output
LUMO level ... 0.1 eV

---

Relative energies, in eV, with the most stable structure set to zero: *one* 7.484; *two* 0.000.

---

*one*
Density functional theory data (ωB97M-V/def2-TZVPD) for a gas-phase ion, C22H31N2O2 (charge +1).

Structure (XYZ):
```
57
Properties=species:S:1:pos:R:3:mulliken_charge:R:1
O -0.471 -0.266 -3.821 -0.474
O 1.021 1.099 3.652 -0.436
N -0.285 -1.279 0.197 1.211
N -0.114 -1.864 2.986 0.066
C -1.211 3.822 -4.118 -0.723
C 1.923 0.696 -2.368 -0.329
C -1.159 -1.001 2.489 -0.516
C 0.028 -1.920 4.427 -1.121
C 0.814 -2.094 0.772 -1.336
C -0.716 1.099 -3.930 -0.180
C 2.636 0.597 -0.076 -0.384
C -1.487 -1.406 1.053 -0.884
C 1.533 1.351 0.300 -0.657
C 0.829 1.476 -2.006 1.095
C -1.569 1.587 -4.910 -0.396
C 2.824 0.266 -1.409 -0.859
C -1.724 -0.955 -1.863 -0.526
C 1.319 0.302 4.789 -0.725
C -1.809 2.945 -5.008 -0.613
C -0.533 -1.658 -1.217 -0.956
C 1.094 -1.671 2.212 -0.190
C -1.575 -1.026 -3.394 -1.152
C -0.099 1.977 -3.034 -0.188
C -0.364 3.339 -3.138 -0.311
C 0.147 -0.596 5.203 -0.339
C 0.634 1.791 -0.662 -0.211
H 1.398 1.628 1.336 0.423
H 0.501 1.856 3.943 0.336
H -1.806 -2.450 1.031 0.358
H 1.600 0.947 5.627 0.463
H -0.869 0.064 2.508 0.178
H -2.461 3.318 -5.782 0.406
H -1.381 -2.054 -3.709 0.418
H -0.680 -2.739 -1.257 0.591
H 2.188 -0.303 4.522 0.249
H 0.363 -1.402 -1.790 0.310
H 0.502 -3.140 0.754 0.479
H -0.781 -0.027 5.113 0.243
H 1.446 -0.630 2.225 -0.073
H -2.282 -0.774 0.659 0.523
H -1.744 0.100 -1.581 0.356
H 0.118 4.019 -2.452 0.491
H -2.029 0.897 -5.602 0.561
H 1.705 -1.966 0.156 0.525
H 1.880 -2.312 2.613 0.550
H 0.270 -0.859 6.253 0.441
H -1.399 4.881 -4.192 0.420
H 2.076 0.456 -3.408 0.506
H -0.850 -2.450 4.809 0.399
H -2.668 -1.418 -1.579 0.644
H -2.051 -1.132 3.103 0.534
H 3.355 0.288 0.668 0.463
H 0.034 -0.287 0.216 -0.569
H -2.502 -0.680 -3.865 0.486
H -0.210 2.405 -0.377 0.504
H 3.688 -0.311 -1.705 0.446
H 0.904 -2.537 4.637 0.473
```

Output
LUMO level ... -2.0 eV
Total charge ... +1

---

*two*
Density functional theory data (ωB97M-V/def2-TZVPD) for a molecular structure, C22H31N2O2.

Structure (XYZ):
```
57
Properties=species:S:1:pos:R:3:mulliken_charge:R:1
O 1.425 -1.442 -0.587 -0.716
O 1.268 -4.979 0.074 -0.373
N -2.850 -0.068 0.065 -0.038
N -1.086 -2.016 0.507 0.945
C 4.000 0.751 -1.177 0.097
C 4.028 1.577 -0.146 0.913
C -1.561 -1.387 1.548 -0.459
C 3.113 1.559 0.828 -1.413
C 1.885 -2.804 -0.304 -0.659
C -1.959 0.006 1.400 -0.786
C 6.174 2.646 1.034 -1.137
C -5.757 2.927 -0.180 0.058
C 3.197 -0.165 -1.612 -1.208
C -0.456 -3.450 0.563 -0.770
C -1.970 -2.021 -0.686 -1.055
C 0.718 -3.871 -0.202 0.348
C -5.630 2.366 0.877 -0.856
C -3.852 0.780 -0.059 0.052
C -4.722 1.233 0.898 0.177
C 2.335 0.253 0.670 -0.340
C 4.344 4.139 0.183 -1.322
C -5.056 2.638 -1.219 -0.502
C 5.071 2.637 -0.205 -0.706
C 2.268 -0.444 -0.570 0.251
C -3.976 1.846 -1.269 -0.132
C -2.374 -0.535 -1.343 -1.674
H 1.820 -5.391 -0.322 0.212
H -6.571 3.674 -0.325 0.292
H 5.628 2.807 -1.031 0.563
H 6.836 3.318 1.302 0.544
H -2.683 -2.756 -0.412 0.779
H 4.812 1.142 -2.189 0.031
H 0.275 -3.773 -1.279 0.113
H 2.171 -2.751 0.990 0.203
H 1.619 -0.112 1.359 0.530
H 3.871 4.247 0.989 0.499
H 0.007 -3.369 1.570 0.387
H -6.298 2.342 1.751 0.322
H -1.053 -4.357 0.619 0.376
H 3.675 4.260 -0.769 0.283
H -1.158 0.506 0.846 0.177
H -0.058 -1.659 0.049 0.006
H -3.351 1.495 -2.260 0.209
H 5.478 2.661 2.280 0.173
H -4.568 0.733 1.961 0.210
H 2.780 -3.264 -0.744 0.518
H 6.582 1.557 1.122 0.257
H 3.252 -0.741 -2.432 0.661
H -2.335 -2.072 2.030 0.400
H -0.917 -1.273 2.426 0.369
H -1.596 -2.583 -1.436 0.701
H -3.180 -0.887 -1.856 0.571
H -5.040 3.427 -2.216 0.159
H -2.526 0.569 2.234 0.593
H 5.154 4.954 0.124 0.373
H -1.596 -0.103 -1.561 0.901
H 3.040 2.048 1.608 0.890
```

Output
LUMO level ... -2.2 eV
Total charge ... +1

---

Relative energies, in eV, with the most stable structure set to zero: *one* 0.000; *two* 19.820.